Entry 1:
Computed, not measured: an isolated molecule of C5H8O, with ωB97M-V/def2-TZVPD.

XYZ file:
```
14
Properties=species:S:1:pos:R:3:nbo_charge:R:1
C -2.67 -0.99 -0.07 -0.69
C -1.27 -0.58 -0.18 0.02
C -0.10 -0.27 -0.20 -0.08
C 1.34 0.04 -0.09 0.04
C 1.60 1.53 -0.23 -0.60
O 1.84 -0.36 1.17 -0.70
H -3.34 -0.29 -0.59 0.24
H -2.96 -1.02 0.98 0.24
H -2.81 -1.98 -0.50 0.23
H 1.87 -0.50 -0.89 0.18
H 1.04 2.07 0.54 0.22
H 2.67 1.73 -0.09 0.22
H 1.29 1.89 -1.21 0.21
H 1.50 -1.25 1.35 0.47
```

Its SMILES is CC#C[C@@H](C)O. The value obtained for the total energy is -7360.37929 eV. The HOMO energy is -9.640 eV. Its strongest force on any atom is 0.516 eV/Å. The value obtained for the HOMO-LUMO gap is 10.521 eV.

***

Entry 2:
Computed, not measured: a structure of composition C28H24IrN6O4, with ωB97M-V/def2-TZVPD.

XYZ file:
```
63
Properties=species:S:1:pos:R:3:lowdin_spin:R:1
Ir 0.37 -0.26 -0.50 0.46
C 4.09 -0.91 -2.70 0.00
C 4.54 -2.07 -2.10 0.00
C 3.76 -2.69 -1.14 0.00
C 2.55 -2.12 -0.79 0.00
N 2.13 -0.96 -1.36 0.00
C 2.88 -0.38 -2.30 0.00
C 1.63 -2.71 0.21 0.00
C 1.80 -3.90 0.90 0.00
C 0.83 -4.27 1.82 0.01
C -0.26 -3.46 2.08 0.00
C -0.39 -2.28 1.38 0.01
N 0.53 -1.98 0.45 0.00
C -1.43 -1.24 1.53 0.00
C -2.45 -1.32 2.45 0.00
C -3.38 -0.28 2.53 0.00
C -3.25 0.80 1.68 0.00
C -2.19 0.82 0.78 0.00
N -1.30 -0.17 0.71 0.00
H 4.67 -0.41 -3.47 0.00
H 5.50 -2.50 -2.38 0.00
H 4.09 -3.60 -0.66 0.00
H 2.49 0.53 -2.73 0.00
H 2.66 -4.53 0.73 0.00
H 0.95 -5.20 2.37 0.00
H -0.99 -3.75 2.83 0.00
H -2.54 -2.18 3.10 0.00
H -4.19 -0.33 3.24 0.00
H -3.94 1.62 1.70 0.00
H -2.05 1.64 0.08 0.00
O 3.15 1.68 1.62 0.01
C 2.25 1.41 0.89 0.00
O 1.41 0.39 1.05 0.02
C 1.89 2.22 -0.33 0.00
C 2.47 3.44 -0.63 0.00
C 2.02 4.12 -1.75 0.00
C 1.00 3.58 -2.52 0.00
C 0.46 2.37 -2.14 0.00
N 0.92 1.70 -1.08 0.05
C -0.73 1.69 -2.77 0.01
O -1.09 1.93 -3.90 0.06
O -1.29 0.88 -1.93 0.35
H 3.25 3.82 0.02 0.00
H 2.45 5.08 -2.01 0.00
H 0.59 4.09 -3.38 0.00
N -0.51 -1.42 -1.98 0.02
C -0.67 -1.85 -3.04 0.00
N -0.85 -2.33 -4.22 0.00
C 0.04 -3.36 -4.79 0.00
C 0.93 -2.73 -5.85 0.00
C 0.08 -2.02 -6.91 0.00
C -0.84 -0.98 -6.27 0.00
C -1.71 -1.59 -5.19 0.00
H -0.61 -4.13 -5.23 0.00
H 0.60 -3.82 -3.98 0.00
H 1.55 -3.50 -6.30 0.00
H 1.60 -2.01 -5.37 0.00
H -0.52 -2.76 -7.44 0.00
H 0.73 -1.55 -7.65 0.00
H -1.49 -0.53 -7.02 0.00
H -0.25 -0.16 -5.84 0.00
H -2.41 -2.32 -5.60 0.00
H -2.27 -0.84 -4.64 0.00
```

Its charge is +2. The value obtained for the total energy is -49382.80408 eV. The HOMO energy (alpha / beta) is -14.832 / -14.784 eV. The spin multiplicity is 2. As for the expectation value of S²: 0.758. Its strongest force on any atom is 0.386 eV/Å. The value obtained for the HOMO-LUMO gap (alpha / beta) is 7.998 / 6.565 eV.

***

Entry 3:
Computed, not measured: a cluster of 9 separate species, C33H73F3N9O14P in total in a non-equilibrium geometry, with ωB97M-V/def2-TZVPD.

XYZ file:
```
133
Properties=species:S:1:pos:R:3:lowdin_charge:R:1
C 3.56 0.05 1.68 0.00
C 3.14 -0.62 0.59 -0.15
C 1.94 -0.11 -0.12 -0.21
O 1.93 -0.29 -1.56 -0.17
P 2.79 0.65 -2.50 0.38
O 2.80 0.18 -3.87 -0.21
O 4.23 0.73 -1.83 -0.15
C 4.76 1.95 -1.30 -0.16
C 6.12 1.62 -0.67 -0.34
O 6.40 2.59 0.34 -0.04
C 7.26 1.68 -1.72 -0.22
N 8.00 2.92 -1.79 0.01
O 2.24 2.15 -2.35 -0.16
C 0.84 2.37 -2.22 -0.13
C 0.61 3.82 -1.78 -0.23
O 1.43 4.67 -2.55 0.02
C 0.85 4.05 -0.28 -0.59
F -0.28 3.82 0.40 0.14
F 1.21 5.31 -0.03 0.15
F 1.80 3.27 0.24 0.14
H 3.78 -0.44 2.62 0.06
H 3.60 1.14 1.64 0.05
H 3.67 -1.47 0.18 0.12
H 1.76 0.93 0.16 0.10
H 1.09 -0.69 0.24 0.12
H 4.91 2.66 -2.13 0.14
H 4.10 2.38 -0.55 0.11
H 6.04 0.62 -0.24 0.14
H 5.64 2.68 0.92 0.08
H 6.81 1.49 -2.70 0.12
H 7.95 0.86 -1.52 0.11
H 7.42 3.72 -2.00 0.07
H 8.54 3.09 -0.96 0.07
H 0.37 1.67 -1.53 0.13
H 0.35 2.26 -3.19 0.15
H -0.41 4.13 -2.01 0.17
H 2.31 4.75 -2.15 0.11
C -1.18 -4.87 -1.58 -0.05
N -0.09 -3.93 -1.33 -0.17
C 0.54 -3.27 -2.46 -0.02
C 0.34 -3.67 -0.10 -0.34
O 1.26 -2.90 0.18 -0.02
H -0.82 -5.69 -2.21 0.08
H -2.00 -4.37 -2.09 0.06
H -1.54 -5.28 -0.64 0.09
H 1.60 -3.51 -2.50 0.10
H 0.45 -2.19 -2.37 0.08
H 0.06 -3.60 -3.38 0.09
H -0.20 -4.23 0.68 0.13
C -0.97 6.34 2.12 -0.06
N -1.55 6.91 3.31 -0.18
C -0.84 6.78 4.58 -0.04
C -2.73 7.56 3.29 -0.36
O -3.27 8.06 4.26 0.01
H -0.83 5.26 2.24 0.07
H 0.01 6.79 1.92 0.07
H -1.61 6.52 1.27 0.09
H -1.45 6.25 5.30 0.09
H -0.62 7.77 4.99 0.09
H 0.09 6.23 4.42 0.05
H -3.18 7.60 2.28 0.13
C 2.70 1.79 4.85 -0.04
N 2.00 3.04 4.69 -0.17
C 0.70 3.05 4.02 -0.04
C 2.49 4.20 5.13 -0.34
O 1.91 5.28 5.02 -0.02
H 2.90 1.34 3.87 0.05
H 2.10 1.09 5.43 0.10
H 3.65 1.96 5.36 0.09
H 0.75 3.69 3.14 0.08
H -0.07 3.43 4.69 0.09
H 0.44 2.04 3.73 0.07
H 3.48 4.11 5.60 0.14
C -4.99 0.29 4.19 -0.06
N -3.84 1.17 4.31 -0.19
C -4.05 2.61 4.29 -0.03
C -2.59 0.71 4.45 -0.33
O -1.60 1.42 4.55 0.00
H -5.50 0.46 3.25 0.09
H -5.69 0.47 5.01 0.09
H -4.65 -0.74 4.23 0.08
H -3.50 3.06 3.46 0.09
H -3.68 3.07 5.21 0.09
H -5.11 2.82 4.18 0.09
H -2.53 -0.39 4.45 0.14
C 3.69 7.01 2.68 -0.05
N 3.46 8.44 2.61 -0.19
C 2.15 8.96 2.94 -0.03
C 4.43 9.31 2.26 -0.36
O 4.28 10.51 2.19 0.01
H 3.02 6.49 1.99 0.08
H 3.49 6.65 3.69 0.07
H 4.72 6.79 2.41 0.08
H 1.73 9.50 2.09 0.10
H 2.21 9.66 3.78 0.10
H 1.49 8.14 3.21 0.06
H 5.39 8.81 2.03 0.13
C -4.81 -7.66 -5.22 -0.06
N -4.16 -7.07 -4.06 -0.19
C -3.16 -7.84 -3.33 -0.04
C -4.44 -5.83 -3.64 -0.34
O -3.93 -5.28 -2.68 -0.01
H -5.34 -8.56 -4.93 0.09
H -4.06 -7.92 -5.97 0.09
H -5.52 -6.96 -5.65 0.05
H -3.47 -7.96 -2.29 0.10
H -2.20 -7.32 -3.33 0.08
H -3.06 -8.81 -3.80 0.09
H -5.21 -5.33 -4.26 0.13
C -8.77 -5.83 -9.67 -0.06
N -8.47 -6.84 -8.68 -0.20
C -9.38 -7.97 -8.51 -0.04
C -7.38 -6.78 -7.90 -0.34
O -7.08 -7.61 -7.06 0.00
H -9.73 -5.36 -9.46 0.09
H -8.82 -6.27 -10.67 0.09
H -8.00 -5.07 -9.66 0.08
H -9.76 -8.00 -7.49 0.09
H -8.85 -8.91 -8.70 0.09
H -10.20 -7.87 -9.21 0.09
H -6.75 -5.90 -8.10 0.14
C 3.51 -6.84 2.46 -0.06
N 2.13 -7.16 2.17 -0.20
C 1.36 -7.93 3.14 -0.04
C 1.52 -6.76 1.04 -0.35
O 0.36 -6.99 0.76 0.00
H 4.10 -7.75 2.57 0.09
H 3.59 -6.25 3.37 0.09
H 3.93 -6.26 1.63 0.08
H 1.00 -8.85 2.68 0.09
H 0.49 -7.36 3.48 0.09
H 1.99 -8.17 3.99 0.08
H 2.18 -6.18 0.37 0.14
```

Its SMILES is C=CCO[P@](=O)(OC[C@H](O)CN)OC[C@H](O)C(F)(F)F.CN(C)C=O.CN(C)C=O.CN(C)C=O.CN(C)C=O.CN(C)C=O.CN(C)C=O.CN(C)C=O.CN(C)C=O. The value obtained for the total energy is -94923.44387 eV. The HOMO energy is -8.930 eV. Its strongest force on any atom is 1.504 eV/Å. The value obtained for the HOMO-LUMO gap is 9.142 eV.

***

Respective ΔE to the lowest compared entry with this formula, charge and spin values: 43.3; 1.3; 0.0 kcal per mole.